Entry 1:
Entry from the OMol25 dataset: a structure of composition C14H21N3O2S (ωB97M-V/def2-TZVPD).

Output
energy above the lowest of the compared OMol25 structures with the same formula, charge and spin: 1680.53 kJ/mol
E: -34243.4809 eV
Kohn-Sham gap: 8.1 eV
HOMO level: -7.982 eV
molecular weight: 295.41 g/mol

```
41
Properties=species:S:1:pos:R:3:forces:R:3:mulliken_charge:R:1
H 2.51624 2.70863 0.91407 -2.21 -0.80 -0.11 0.27
H -2.51178 -1.82057 2.68732 -0.74 0.53 -2.15 0.25
C -2.53953 0.54158 -0.76945 3.62 6.24 -3.11 0.58
H -3.78811 -2.54219 1.54364 1.12 -0.46 -0.04 0.38
C -0.26631 1.20423 -0.35481 3.78 -2.67 0.91 0.27
C -1.15367 0.30048 -0.92020 -2.61 -2.03 1.56 -0.60
C 1.46089 2.28430 0.67793 4.62 -3.96 -1.98 -0.94
C -3.52896 -0.36019 -1.41093 -3.25 11.55 -1.80 -1.24
C -0.61194 2.41914 0.12856 -7.38 3.16 -1.88 0.50
H 2.00313 -0.24547 -1.20756 -0.34 -0.82 -2.15 0.44
H -4.03780 0.15570 -2.44389 0.88 -1.37 3.23 0.25
H 3.52053 0.45172 1.22831 -0.67 0.43 -1.19 0.35
H 5.43435 -1.93901 -1.27886 -0.01 -0.07 -0.45 0.34
S -4.52505 -0.52587 -0.16945 -7.67 -11.22 2.78 1.09
C -2.96677 2.04656 -0.63828 12.36 -1.03 4.41 -1.31
C 2.01343 -0.13432 -0.17052 7.81 11.17 -7.84 -0.26
C 3.45696 0.11315 0.11692 -2.46 4.32 5.26 -1.21
C 4.63761 -1.19967 -1.33532 -1.33 -1.91 -0.22 -0.86
H 1.72534 -0.83911 0.19739 -5.66 -14.62 7.58 0.93
O -5.55768 0.43681 -0.06110 0.16 1.77 0.30 -0.63
H 4.96922 -0.37743 -1.94114 0.44 0.96 0.48 0.36
H 4.95981 -2.89929 0.80731 1.67 -1.29 -0.53 0.40
H 3.89710 0.95173 -0.44562 -0.37 -0.27 -0.03 0.42
H -2.23331 -1.84048 0.82001 0.72 -1.32 0.30 0.25
H 0.40609 3.94431 0.96223 -0.38 2.78 1.38 0.17
C 4.08679 -2.36196 0.76585 0.60 8.96 5.62 -1.06
H 3.22953 -2.55425 0.36098 -4.67 -3.01 -2.30 0.51
H 3.82002 -1.92922 1.91534 0.66 -1.89 -2.61 0.21
H -3.88203 2.02517 -0.75495 -9.06 1.51 -1.03 0.98
C -2.97112 -1.79394 1.61407 0.04 -1.67 0.69 -0.75
O -5.19058 -2.11620 -0.49403 3.07 6.22 1.74 -0.74
H -2.28219 3.92643 0.34739 -1.47 5.49 1.74 0.63
N 4.28646 -0.90262 0.15452 6.21 -6.96 -5.25 -0.01
C 1.22460 0.94755 0.06943 -6.25 10.09 2.02 -0.04
H -4.32097 -0.23784 2.27705 2.41 -0.98 -4.76 0.38
C -2.03675 3.05543 0.02087 1.69 -12.03 -4.68 -1.29
H 3.78650 -1.63050 -2.12763 1.47 0.57 2.49 0.19
N 0.42126 3.11649 0.49806 2.11 -1.15 0.88 0.00
H -0.84485 -0.76965 -1.10796 -0.08 1.30 -0.14 0.35
H -3.02268 -1.03139 -1.71963 5.47 -9.69 -3.53 0.81
N -3.58383 -0.57823 1.24408 -4.25 4.17 4.39 -0.37
```
Positions in Å, forces in eV/Å.



Entry 2:
Entry from the OMol25 dataset: the molecule C14H21N5 (ωB97M-V/def2-TZVPD).

Output
energy above the lowest of the compared OMol25 structures with the same formula, charge and spin: 0.00 kJ/mol
E: -22306.9253 eV
Kohn-Sham gap: 7.3 eV
HOMO level: -7.576 eV
molecular weight: 259.36 g/mol

```
40
Properties=species:S:1:pos:R:3:forces:R:3:mulliken_charge:R:1
C 1.47547 0.62098 1.23006 2.57 0.68 0.81 -0.39
H 0.40934 -0.84252 -2.72222 0.34 -0.30 0.16 0.41
H -1.39772 -2.14929 -1.27177 0.31 1.80 -0.09 0.31
H -5.30816 0.39721 -2.17326 -0.44 0.09 0.08 0.33
C -0.56050 -0.67869 0.81006 -5.40 -4.34 -2.49 0.25
H 5.84949 2.26486 1.97400 -1.42 -0.60 0.34 0.26
H -3.53883 -1.54881 -1.48716 -0.31 -0.68 -0.14 0.34
H -2.02321 -2.88947 2.74464 -0.16 -0.70 0.49 0.41
C 2.68232 0.73692 1.97302 -0.95 0.31 -0.96 0.07
H 2.44026 3.19949 1.03258 -1.52 0.61 0.58 0.41
C -1.45136 -1.04550 -1.57705 0.46 -0.59 0.61 0.75
H 5.63251 0.51553 2.00642 -0.47 -0.27 -0.66 0.29
C 1.92081 -1.00626 3.34175 0.22 4.87 -2.30 -0.64
H -1.12305 0.74462 -0.43865 -0.47 2.26 -0.53 0.32
N -0.89898 -0.19240 -0.46855 1.89 -2.84 0.38 -0.36
C -0.65348 -0.86240 -2.91126 0.19 -2.92 1.04 -1.69
H 1.43761 1.26003 0.41427 -0.64 0.72 -1.72 0.72
H -5.48036 0.14707 -4.00264 1.04 0.22 1.47 0.33
C -2.91667 -0.70788 -1.71926 -1.02 1.59 -0.61 -1.07
N 3.71557 1.63522 1.69268 -0.07 0.38 -0.73 0.10
H -5.20466 -1.21021 -2.97118 0.11 0.37 0.43 0.32
H 2.02707 -1.48989 4.23556 0.63 -1.54 2.00 0.49
H 4.16013 3.54983 1.05053 0.27 0.71 0.27 0.34
H 3.49128 2.56809 -0.15077 -0.03 -0.32 -1.95 0.39
C -1.22542 -2.25188 2.43867 0.63 1.13 -0.11 -0.15
N 2.85030 -0.05947 3.01449 -0.46 -3.28 1.87 -0.56
N -1.37311 -1.74077 1.23716 0.67 2.78 -2.59 -0.49
C -4.93267 -0.14181 -3.03134 -0.18 -0.48 -2.11 -1.24
H -2.91897 -0.54175 -3.89920 -0.61 0.13 0.22 0.32
H -0.87642 -1.64227 -3.70083 0.20 0.38 1.23 0.34
C 5.11659 1.44440 2.24029 -1.11 0.59 -0.09 -0.80
C -3.39212 -0.03790 -3.03565 0.10 -0.31 -0.32 -0.22
C 0.51575 -0.33087 1.53527 1.52 1.79 1.36 0.18
H -3.23232 0.04273 -0.98365 0.36 -0.32 0.35 0.31
C 3.39864 2.82622 0.85673 1.98 -2.00 1.29 -1.20
H -3.03500 1.02098 -3.09386 -0.38 -0.71 0.15 0.26
N -0.24411 -1.92321 3.22366 0.40 -0.48 0.78 -0.69
H -0.86967 -0.00332 -3.40819 -0.75 2.89 -1.06 0.46
C 0.64138 -1.03742 2.71104 1.68 -1.94 1.63 0.45
H 4.89221 1.35980 3.28367 0.79 0.33 0.93 0.34
```
Positions in Å, forces in eV/Å.



Entry 3:
Entry from the OMol25 dataset: a structure of composition C14H21N6O3RuS2 (ωB97M-V/def2-TZVPD).

Output
E: -54162.1553 eV
Kohn-Sham gap (spin up / spin down): 5.2 / 5.2 eV
HOMO level (spin up / spin down): -17.706 / -17.706 eV
charge: +3
molecular weight: 486.56 g/mol

```
47
Properties=species:S:1:pos:R:3:forces:R:3:mulliken_charge:R:1
N -2.79027 2.51475 -4.00399 -0.07 0.04 0.10 -0.57
H 4.58189 -0.34264 0.92996 -0.01 0.00 0.01 0.42
H 4.26524 -1.25686 -0.53300 0.00 0.00 -0.01 0.54
H -2.65538 1.22963 -0.26732 -0.02 -0.02 -0.01 0.35
N -1.70751 1.71075 -4.15524 0.10 -0.05 -0.02 0.24
C 2.92837 1.31982 2.30037 -0.08 -0.08 0.06 -1.48
O 1.70600 -1.97772 -1.14211 -0.05 -0.11 -0.08 -0.44
C -4.43823 -2.86573 3.78021 0.12 -0.01 0.03 -0.62
C -0.68289 -3.53717 0.98023 -0.03 0.03 -0.01 -0.91
H 0.36421 -3.45682 0.69894 0.00 0.01 -0.06 0.34
H 2.30663 1.88688 2.98946 0.00 0.00 -0.04 0.42
H -1.36239 1.51898 -5.09037 0.01 0.00 -0.01 0.19
H -1.58786 2.49343 -0.26506 0.03 0.02 0.12 0.37
N -2.04725 1.81277 -2.07813 0.08 0.02 0.00 0.44
C -2.90710 -2.31876 2.03408 0.07 0.14 0.18 0.87
H -0.79101 -4.25214 1.79868 0.00 0.01 -0.01 0.45
S -1.23775 -1.97247 1.63988 0.28 -0.60 0.01 0.31
C 3.88434 -1.03651 0.46769 -0.01 0.00 -0.02 -1.90
H -4.81015 2.66591 -1.59569 0.00 0.01 0.01 0.35
H -3.66337 -2.34214 0.00923 0.01 0.01 -0.02 0.38
H 2.62500 -2.29928 -1.10711 0.04 0.00 -0.01 0.41
C -1.23433 1.28121 -3.00646 -0.07 0.06 0.03 0.50
H -1.31747 -3.82573 0.14384 0.00 0.00 -0.01 0.37
H -3.68552 4.01057 -1.28568 0.00 0.00 0.00 0.36
N -1.80837 1.59772 -0.70557 0.04 -0.02 -0.10 -0.74
Ru -0.12874 0.20391 -0.46225 -0.28 -0.26 0.92 0.39
H -4.65629 -3.01621 4.82816 0.00 -0.02 0.01 0.43
C 2.51573 -0.45346 0.41196 0.02 0.05 -0.04 0.88
C -4.08580 3.34395 -2.05173 0.01 0.00 0.01 -1.25
H 3.89028 -1.95941 1.05529 0.00 -0.01 0.00 0.43
H -5.94659 -2.93922 0.74063 -0.01 -0.01 0.00 0.43
N 0.88534 1.10760 0.98573 -0.91 0.71 -0.43 0.51
O -1.36124 -1.04268 0.33854 0.00 0.65 -0.29 -0.57
H -4.60054 3.94480 -2.79851 0.00 -0.01 0.00 0.36
O 0.17392 1.93299 1.59912 0.26 -0.41 -0.42 -0.61
H 3.48329 0.56178 2.85264 0.01 -0.01 0.01 0.43
C -5.16172 -2.81577 1.47394 0.07 0.01 -0.07 -0.68
C -3.88600 -2.47193 1.05985 -0.16 -0.15 -0.07 -0.39
N 1.55831 -0.90551 -0.32598 0.20 -0.15 0.17 0.49
H -2.37978 -2.35968 4.13566 0.01 0.01 -0.02 0.43
H -6.43033 -3.29657 3.13412 -0.02 0.01 0.00 0.44
S 0.11478 0.21940 -2.66145 0.20 0.02 0.26 -0.25
C 2.10340 0.70015 1.23257 0.35 -0.12 -0.04 0.53
C -3.15535 -2.50285 3.39259 -0.08 0.17 0.05 -0.44
C -5.43197 -3.01795 2.82604 -0.01 0.01 -0.05 -0.48
C -3.00825 2.58870 -2.72593 -0.05 0.02 -0.08 0.86
H 3.65503 2.00401 1.84959 0.01 0.00 -0.03 0.38
```
Positions in Å, forces in eV/Å.



Entry 4:
Entry from the OMol25 dataset: a structure of composition C14H21N7 (ωB97M-V/def2-TZVPD).

Output
energy above the lowest of the compared OMol25 structures with the same formula, charge and spin: 892.47 kJ/mol
E: -25278.0265 eV
Kohn-Sham gap: 9.8 eV
HOMO level: -9.876 eV
molecular weight: 287.37 g/mol

```
42
Properties=species:S:1:pos:R:3:forces:R:3:mulliken_charge:R:1
H -1.32576 0.04416 4.32604 0.41 -0.86 -0.07 0.35
N -0.13651 -0.63378 1.32600 1.52 -3.52 11.06 -0.49
C -0.52015 -0.71408 2.45297 1.81 0.38 -3.66 0.51
C -1.31001 1.21322 -4.38972 -0.79 -0.76 0.51 0.32
H -0.67014 -0.23777 0.24907 -1.45 1.49 -1.89 -0.80
C -1.58278 2.01181 2.41355 0.50 1.62 -0.05 0.57
C 0.48658 0.92910 -0.93279 -6.61 1.12 4.22 0.46
H 1.29391 -0.88646 -1.62719 -0.47 -0.84 0.09 0.26
N 1.36701 1.03640 -1.59134 3.25 1.91 -4.39 -0.74
H -2.46216 -1.72274 1.87306 -0.38 -0.11 -0.33 0.33
N -1.77966 0.96348 2.80343 -2.98 2.08 -1.12 -0.45
H -2.05154 3.77249 1.40684 0.23 -0.19 -0.49 0.30
H 0.40034 0.39936 -3.23859 -0.39 -0.16 -0.93 -0.16
C 0.93472 -1.58373 -0.87030 2.58 -2.21 -1.10 0.00
N 4.25416 -1.37811 -1.68991 -0.32 1.79 0.82 -0.49
H -2.60970 -3.31358 1.10588 -0.24 -0.11 0.20 0.44
H -1.56397 0.96060 -0.79309 -0.10 0.18 -0.03 0.71
H 4.07566 1.55458 -0.38881 0.63 -0.21 0.13 0.33
C -1.06622 -0.86306 3.78042 1.68 -2.40 2.57 -1.31
H -0.77659 1.56066 0.66140 0.47 -0.87 -0.53 -1.71
H -1.87695 -1.58830 3.85010 -0.45 0.37 -0.58 0.40
H -0.27330 3.30439 1.35937 -0.30 -0.10 -0.25 0.35
N -2.12219 -1.25541 -1.22384 -0.29 -4.44 6.88 -0.55
C 1.90552 -2.71835 -0.99882 1.13 -3.30 -0.12 -0.18
C 3.49190 0.65508 -0.19329 1.43 -0.12 -1.07 -0.26
H -0.32691 -1.41959 4.35644 0.49 -0.07 0.22 0.43
C -2.01690 -2.39966 1.14394 -1.14 -2.08 1.67 -1.30
H 3.41585 0.50634 0.88384 -0.33 -0.36 -0.31 0.26
H 0.63880 1.83734 -4.27964 0.13 0.31 0.85 0.26
H -1.03295 3.98922 2.75766 0.05 -0.13 0.26 0.39
N -2.45096 1.36787 -4.53158 1.46 0.06 0.12 -0.45
H 2.63179 0.88225 -0.82312 0.27 0.17 1.66 -0.04
H -0.07043 -1.95682 -1.06674 0.52 0.21 -0.05 0.17
H 0.48443 0.49958 -5.13321 -0.06 -1.17 0.33 0.41
H -1.05063 -2.67574 1.56609 -0.04 -0.15 -0.83 0.38
N 2.59533 -3.67135 -1.13050 -2.46 3.13 0.59 -0.57
C -0.73328 0.79006 -0.10827 -0.10 3.63 -4.22 1.83
C -2.07508 -1.84260 -0.14441 -0.51 4.47 -8.42 0.80
C 0.12595 0.88100 -4.17711 -0.63 1.59 -1.65 -0.36
C -1.20747 3.31279 1.92093 -0.16 1.24 0.64 -1.19
H 1.04301 -1.13556 0.11738 0.31 -0.49 -0.81 0.45
C 3.94726 -0.47507 -1.02217 1.35 -1.11 0.06 0.36
```
Positions in Å, forces in eV/Å.